No. 1
33
Properties=species:S:1:pos:R:3:forces:R:3 method="wB97M-V/def2-TZVPD" lumo_ev="-1.38 / -1.54" relative_energy_ev=0.000 energy_ha=-5244.1144 charge=0 spin_multiplicity=2 homo_ev="-8.12 / -8.40"
Rh -0.753 0.473 0.078 -0.1 0.2 0.0
S 1.625 0.289 0.466 0.0 -0.1 0.0
C 1.430 1.986 0.277 -0.1 0.1 0.0
N 0.192 2.398 0.141 0.0 -0.1 0.0
C 0.089 3.775 0.052 0.0 0.0 0.0
C -1.084 4.512 -0.070 0.0 0.0 0.0
C -0.990 5.888 -0.143 0.0 0.0 0.0
C 0.252 6.529 -0.096 0.0 0.0 0.0
C 1.422 5.804 0.030 0.0 0.0 0.0
C 1.329 4.419 0.107 0.0 0.0 0.0
S 2.608 3.246 0.293 0.0 0.0 0.0
H -2.040 4.005 -0.095 0.0 0.0 0.0
H -1.890 6.481 -0.235 0.0 0.0 0.0
H 0.300 7.608 -0.154 0.0 0.0 0.0
H 2.382 6.302 0.074 0.0 0.0 0.0
Cl -2.839 1.222 2.951 0.0 0.0 0.0
Ge -0.835 0.583 2.389 -0.1 -0.1 0.0
Cl -0.504 -1.277 3.430 0.0 0.0 0.0
Cl 0.388 2.008 3.435 0.0 0.0 0.0
F -5.654 -0.311 1.332 0.0 0.0 0.0
C -4.494 -0.648 0.765 0.0 0.0 0.0
C -3.757 -1.680 1.338 0.0 0.0 0.0
C -2.551 -2.015 0.771 0.0 0.0 0.0
C -2.078 -1.354 -0.386 0.0 -0.1 0.0
C -2.872 -0.320 -0.939 0.0 0.0 0.0
C -4.081 0.042 -0.354 0.0 0.0 0.0
H -4.128 -2.169 2.228 0.0 0.0 0.0
H -1.945 -2.793 1.215 0.0 0.0 0.0
H -2.588 0.126 -1.887 0.0 0.0 0.0
H -4.701 0.832 -0.757 0.0 0.0 0.0
F -0.025 -2.798 -0.645 0.0 0.0 0.0
B -0.768 -1.795 -1.086 0.1 0.0 0.0
F -0.419 -1.215 -2.245 0.0 0.0 0.0

No. 2
29
Properties=species:S:1:pos:R:3:forces:R:3 method="wB97M-V/def2-TZVPD" lumo_ev="-9.36 / -9.33" energy_ha=-3540.4184 charge=+2 homo_ev="-14.76 / -14.76"
Rh -0.636 0.061 0.456 1.9 0.0 -1.8
O 1.491 -3.465 -0.353 0.0 0.0 -0.1
C 0.995 -2.282 -0.210 0.3 0.1 0.0
O -0.192 -2.025 -0.053 -0.9 -0.1 0.7
C 1.975 -1.151 -0.285 0.0 -0.2 0.0
C 3.346 -1.228 -0.446 0.0 0.0 -0.1
C 4.057 -0.034 -0.504 0.1 0.0 0.0
C 3.390 1.187 -0.432 0.0 0.0 -0.1
C 2.016 1.175 -0.283 0.0 0.3 0.0
N 1.359 0.021 -0.198 -1.4 0.0 0.9
C 1.054 2.334 -0.204 0.3 -0.1 0.0
O 1.424 3.567 -0.296 0.0 0.0 -0.1
O -0.137 2.071 -0.064 -0.8 0.1 0.8
H 0.808 -4.165 -0.338 0.0 0.1 0.0
H 3.840 -2.187 -0.524 0.0 0.0 0.0
H 5.133 -0.054 -0.617 0.0 0.0 0.0
H 3.952 2.110 -0.489 0.0 0.0 0.0
H 2.356 3.722 -0.521 0.0 0.0 0.0
Br -0.024 0.005 6.986 0.0 0.0 0.1
C -0.187 0.012 5.126 0.1 0.0 0.0
C 0.957 -0.075 4.341 -0.1 0.0 0.0
C 0.836 -0.066 2.958 0.2 0.0 0.1
C -0.429 0.027 2.424 1.0 0.0 -0.3
C -1.577 0.110 3.166 -0.4 0.0 -0.4
C -1.445 0.102 4.550 0.0 0.0 0.0
H 1.932 -0.151 4.802 0.0 0.0 0.0
H 1.724 -0.132 2.343 0.0 0.0 0.1
H -2.565 0.183 2.719 0.0 0.0 0.0
H -2.328 0.165 5.170 0.0 0.0 0.0

No. 3
39
Properties=species:S:1:pos:R:3:forces:R:3 method="wB97M-V/def2-TZVPD" lumo_ev=3.83 relative_energy_ev=0.000 energy_ha=-3791.7108 charge=-2 homo_ev=-1.03
Rb 0.229 -0.095 0.778 1.1 0.0 -0.1
N 4.670 -0.373 0.142 -0.4 -0.2 0.6
C 4.220 0.059 -1.030 0.5 0.2 -0.9
N 2.982 0.157 -1.412 -0.2 -0.1 0.3
C 2.866 0.582 -2.714 0.5 0.0 0.0
C 4.034 0.836 -3.361 0.1 0.0 0.0
S 5.384 0.536 -2.319 -0.4 -0.1 0.4
C 1.544 0.734 -3.325 -0.3 0.2 -0.3
C 1.338 1.154 -4.601 0.0 0.0 -0.1
S -0.353 1.214 -4.955 -0.1 -0.2 0.5
C -0.675 0.649 -3.281 0.5 0.2 -1.0
N 0.411 0.455 -2.597 0.0 -0.1 0.3
N -1.921 0.423 -2.873 -0.4 -0.1 1.0
H 3.987 -0.546 0.949 0.2 0.1 -0.3
H 5.655 -0.361 0.323 0.0 0.0 0.0
H 4.193 1.173 -4.371 -0.1 0.0 0.0
H 2.060 1.426 -5.354 0.0 0.0 0.1
H -2.668 0.796 -3.430 0.0 0.1 0.0
H -2.077 0.451 -1.808 0.1 0.0 -0.4
Cl -7.129 1.102 0.385 -0.1 0.0 0.0
C -5.581 0.482 0.884 0.0 -0.1 0.1
C -5.464 -0.249 2.045 0.0 0.1 -0.2
Cl -6.865 -0.543 3.034 0.0 0.0 0.0
C -4.205 -0.743 2.420 0.0 -0.1 0.1
Cl -4.063 -1.696 3.876 0.0 0.0 0.1
C -3.023 -0.541 1.678 -0.1 0.0 0.1
O -1.894 -1.023 2.007 -0.2 -0.1 0.2
C -3.146 0.303 0.481 0.1 0.1 -0.2
O -2.063 0.597 -0.176 -0.9 0.0 -0.4
C -4.423 0.734 0.119 0.0 0.1 0.1
Cl -4.586 1.728 -1.313 0.1 0.0 -0.1
N 0.933 -0.723 3.961 0.0 0.0 -0.2
N 2.243 -1.182 4.202 0.0 0.1 0.2
C 3.169 -1.193 3.130 -0.3 -0.1 -0.3
O 4.221 -1.825 3.328 0.1 0.1 0.0
O 2.814 -0.574 2.083 0.3 0.0 0.0
H 0.496 -0.507 4.845 0.0 0.1 0.0
H 0.356 -1.405 3.478 -0.1 -0.1 0.1
H 2.333 -2.010 4.771 0.0 -0.1 0.0

No. 4
31
Properties=species:S:1:pos:R:3:forces:R:3 method="wB97M-V/def2-TZVPD" lumo_ev="-11.54 / -14.81" relative_energy_ev=3.246 energy_ha=-3477.2473 charge=+3 spin_multiplicity=5 homo_ev="-19.09 / -20.09"
O -0.402 5.081 -4.472 -0.7 -3.2 1.1
C -0.617 4.014 -4.108 0.7 3.1 -1.1
Os 0.096 -0.904 -3.108 4.1 -2.3 2.8
O 0.699 1.521 -1.395 0.0 -3.1 -1.8
C 0.464 0.648 -2.189 0.2 6.8 3.3
C 0.693 -3.654 -1.688 2.3 -7.3 3.2
O 0.993 -4.710 -1.211 -2.1 7.2 -3.3
C 2.023 -0.690 -3.891 6.5 2.4 -3.1
O 3.096 -0.322 -4.264 -7.2 -2.7 2.6
C -0.864 -0.744 -4.632 -5.6 0.8 -6.4
O -1.627 -0.490 -5.459 2.4 -0.6 1.9
H -0.301 1.090 -3.150 0.4 -0.9 0.1
C -2.682 -0.670 1.501 0.6 -0.5 -3.2
N -1.250 -0.617 1.376 2.2 -1.2 -2.0
C -0.585 -1.018 0.192 1.8 2.0 3.6
Se -1.506 -1.362 -1.361 -1.3 -0.7 -0.8
N 0.767 -0.799 0.440 -0.6 1.0 2.6
C 0.917 -0.235 1.785 0.2 -1.0 -3.4
C 2.032 0.417 2.340 -2.3 0.9 3.5
C 1.798 1.091 3.616 -3.8 -1.0 0.4
C 0.459 1.037 4.243 2.5 0.5 -0.7
C -0.634 0.400 3.509 0.8 2.0 3.9
C -0.337 -0.172 2.337 -0.7 -1.6 -3.9
H -3.099 -0.543 0.483 -0.1 0.1 0.8
H -2.953 0.098 2.094 -1.3 2.5 2.0
H -2.976 -1.596 1.859 -0.7 -1.9 1.0
H 1.597 -0.921 -0.164 -1.0 -0.1 0.2
H 2.979 0.445 1.957 2.3 -0.1 -1.3
H 2.535 1.656 4.157 0.6 -0.1 -0.2
H 0.310 1.537 5.274 0.1 -1.0 -1.9
H -1.627 0.413 3.928 -0.2 0.0 0.1